Density functional theory data (the ωB97M-V functional and the def2-TZVPD basis) for a molecular structure, C37H58F6IN3O5PS2SiZr.

Structure (XYZ):
```
115
Properties=species:S:1:pos:R:3:lowdin_charge:R:1
Zr -1.09 -1.18 -0.29 1.5023
C 2.28 -2.47 4.91 -0.0408
C 2.13 -2.73 3.41 -0.3764
C 3.48 -3.03 2.76 -0.0588
C 1.41 -1.55 2.79 -0.1860
C 0.03 -1.55 2.80 -0.0986
C -0.75 -0.49 2.32 -0.2423
C -2.18 -0.49 2.87 -0.3703
C -2.10 -0.22 4.38 -0.0235
C -2.90 -1.83 2.67 -0.0766
C -0.09 0.63 1.73 -0.1374
C 1.30 0.73 1.97 -0.1332
C 2.02 -0.36 2.44 0.0255
C 2.02 2.06 2.02 -0.3569
C 3.45 2.00 1.46 -0.0642
C 2.08 2.51 3.48 -0.0299
C -0.91 1.79 1.19 -0.1900
C -1.51 2.56 2.19 -0.0307
C -2.38 3.60 1.92 -0.0440
C -2.70 3.89 0.61 -0.0513
C -2.09 3.18 -0.41 -0.1212
C -1.17 2.15 -0.16 -0.3050
P -0.28 1.42 -1.63 1.2110
C 0.74 2.98 -2.19 -0.6289
C 1.73 3.21 -1.05 -0.1068
C 0.00 4.29 -2.41 -0.0659
C 1.55 2.62 -3.44 -0.0876
C -1.39 1.08 -3.20 -0.6191
C -0.48 0.18 -4.07 -0.0991
C -2.59 0.23 -2.77 -0.1212
C -1.95 2.21 -4.05 -0.0679
H 2.70 -3.34 5.40 0.0845
H 1.31 -2.25 5.36 0.0781
H 2.93 -1.62 5.10 0.0847
H 1.49 -3.61 3.27 0.1166
H 4.21 -2.25 2.96 0.0731
H 3.35 -3.15 1.69 0.0697
H 3.86 -3.96 3.17 0.0888
H -0.45 -2.38 3.29 0.0979
H -2.76 0.32 2.43 0.0887
H -1.63 -1.05 4.90 0.0859
H -3.11 -0.10 4.78 0.0924
H -1.53 0.68 4.61 0.0758
H -2.41 -2.63 3.21 0.0834
H -2.94 -2.11 1.61 0.0051
H -3.92 -1.78 3.04 0.0849
H 3.08 -0.26 2.59 0.1176
H 1.44 2.80 1.47 0.0978
H 4.14 1.65 2.22 0.0814
H 3.77 2.98 1.16 0.0902
H 3.51 1.32 0.61 0.0464
H 2.61 1.78 4.09 0.0853
H 1.08 2.64 3.89 0.0742
H 2.60 3.46 3.55 0.0892
H -1.28 2.32 3.22 0.1095
H -2.82 4.15 2.74 0.1172
H -3.40 4.68 0.37 0.1205
H -2.34 3.42 -1.43 0.0934
H 1.22 3.66 -0.20 0.0768
H 2.51 3.91 -1.38 0.1020
H 2.20 2.27 -0.76 0.0547
H -0.46 4.65 -1.49 0.0739
H -0.76 4.25 -3.18 0.0608
H 0.73 5.03 -2.72 0.1029
H 1.97 1.63 -3.36 0.0643
H 2.37 3.33 -3.53 0.0939
H 0.96 2.71 -4.35 0.0681
H 0.14 -0.48 -3.45 0.0485
H 0.17 0.77 -4.70 0.0677
H -1.10 -0.45 -4.71 0.0958
H -2.31 -0.53 -2.04 -0.0095
H -3.02 -0.27 -3.64 0.1071
H -3.36 0.87 -2.35 0.0529
H -1.17 2.80 -4.53 0.0645
H -2.61 2.87 -3.48 0.0790
H -2.55 1.78 -4.85 0.0992
F -5.46 -0.34 2.19 0.1610
C -5.31 0.71 1.40 -0.6391
F -4.74 1.69 2.10 0.1550
F -6.51 1.12 1.01 0.1753
S -4.29 0.41 -0.16 0.6590
O -2.92 0.06 0.23 -0.4418
O -4.45 1.66 -0.81 -0.2253
N -4.94 -0.79 -0.91 -0.2388
S -4.41 -2.24 -0.58 0.6534
O -2.95 -2.28 -0.61 -0.5671
O -5.03 -2.87 0.52 -0.1988
C -4.78 -3.15 -2.17 -0.6481
F -4.14 -2.49 -3.13 0.1336
F -4.23 -4.36 -2.10 0.1518
F -6.05 -3.27 -2.49 0.1970
N 1.07 -3.19 -2.73 0.2155
C -0.26 -3.20 -2.64 -0.6825
N -0.93 -4.26 -3.13 0.2251
O -0.88 -2.20 -2.18 -0.2604
H 1.58 -4.01 -3.01 0.1216
H 1.57 -2.47 -2.20 0.0412
H -0.46 -5.11 -3.38 0.1266
H -1.92 -4.31 -2.98 0.1025
I -0.49 -3.92 0.55 0.4828
C 4.49 0.26 -2.31 -0.1708
Si 4.07 -1.24 -1.21 0.5108
C 5.25 -1.27 0.29 -0.1634
C 4.31 -2.87 -2.18 -0.1838
C 2.26 -1.14 -0.75 -0.2040
C 1.08 -1.06 -0.46 -0.3360
H 5.55 0.27 -2.54 0.0328
H 4.25 1.20 -1.84 0.0116
H 3.96 0.22 -3.26 0.0208
H 6.25 -1.00 -0.02 0.0381
H 5.30 -2.27 0.72 0.0187
H 4.96 -0.59 1.08 0.0040
H 5.37 -3.11 -2.24 0.0329
H 3.94 -2.80 -3.20 0.0229
H 3.83 -3.71 -1.69 0.0254
```

The calculated total energy comes out at -118537.9979 eV. The value obtained for the frontier orbital gap is 7.134 eV. The charge is +1.